The following is a DFT calculation (wB97M-V/def2-TZVPD) of a molecular structure, C33H42As3F5N3O3SV.

Positions of all 91 atoms, in Å:
V1 0.889 -0.024 0.472
O1 2.077 -0.928 -0.074
C1 2.973 -1.816 0.241
C2 3.837 -2.400 -0.689
C3 4.794 -3.297 -0.270
C4 4.920 -3.611 1.082
C5 4.067 -3.057 2.009
C6 3.067 -2.154 1.621
C7 2.257 -1.468 2.576
N1 1.309 -0.641 2.256
N2 0.901 0.232 3.204
C8 0.775 1.415 2.668
O2 1.005 1.572 1.410
C9 0.453 2.598 3.481
C10 0.346 2.554 4.871
C11 0.106 3.721 5.577
C12 -0.043 4.931 4.914
C13 0.063 4.977 3.532
C14 0.310 3.820 2.821
H1 3.749 -2.116 -1.729
H2 5.461 -3.741 -0.990
H3 5.699 -4.281 1.409
H4 4.154 -3.304 3.056
H5 2.540 -1.536 3.627
H6 0.456 1.617 5.392
H7 0.050 3.698 6.656
H8 -0.246 5.839 5.463
H9 -0.036 5.916 3.008
H10 0.397 3.854 1.744
F1 1.533 -7.726 0.761
C15 0.853 -6.685 1.248
C16 1.108 -5.401 0.780
F2 2.027 -5.182 -0.174
C17 0.395 -4.334 1.290
F3 0.598 -3.094 0.742
C18 -0.539 -4.462 2.327
S1 -1.278 -3.097 3.037
C19 -0.806 -5.777 2.753
F4 -1.728 -5.979 3.695
C20 -0.138 -6.867 2.216
F5 -0.432 -8.097 2.633
C21 -2.292 -2.296 -0.077
As1 -0.837 -1.235 -0.841
C22 -0.332 -2.576 -2.201
C23 -2.061 0.027 -1.782
C24 -1.642 0.992 -2.907
C25 -1.076 0.185 -4.068
C26 -0.627 2.037 -2.440
As2 0.990 1.427 -1.500
C27 1.863 3.168 -1.254
C28 2.182 0.749 -2.918
C29 -2.924 1.721 -3.357
As3 -3.030 3.357 -4.542
C30 -1.557 3.192 -5.855
C31 -2.175 4.729 -3.401
H11 -2.922 -2.677 -0.889
H12 -2.898 -1.704 0.610
H13 -1.888 -3.143 0.473
H14 -1.130 -2.678 -2.944
H15 -0.194 -3.533 -1.695
H16 0.605 -2.332 -2.704
H17 -2.470 0.617 -0.955
H18 -2.874 -0.604 -2.168
H19 -0.179 -0.343 -3.746
H20 -0.834 0.830 -4.908
H21 -1.809 -0.545 -4.404
H22 -1.113 2.710 -1.722
H23 -0.295 2.627 -3.301
H24 2.129 3.640 -2.207
H25 2.781 2.990 -0.688
H26 1.227 3.839 -0.670
H27 2.066 1.308 -3.851
H28 2.000 -0.310 -3.107
H29 3.212 0.857 -2.561
H30 -3.470 2.055 -2.467
H31 -3.576 0.993 -3.850
H32 -1.738 2.360 -6.533
H33 -0.570 3.094 -5.407
H34 -1.567 4.106 -6.448
H35 -2.563 4.673 -2.386
H36 -2.436 5.711 -3.791
H37 -1.091 4.671 -3.370
C32 -3.153 1.904 2.092
C33 -2.094 0.835 2.125
N3 -2.007 0.121 3.240
O3 -1.366 0.629 1.148
H38 -3.202 2.439 3.035
H39 -4.122 1.444 1.904
H40 -2.946 2.609 1.292
H41 -2.583 0.300 4.045
H42 -1.337 -0.639 3.305

Output
⟨S²⟩: 0.77
Kohn-Sham gap (alpha / beta): 4.3 / 4.4 eV
HOMO level (alpha / beta): -8.71 / -8.70 eV
total charge: +1
ΔE to the lowest compared entry with this formula, charge and spin: 3.348 eV
maximum force: 6.51 eV/Å
spin multiplicity: 2